# 1
This record from OMol25 describes a structure of composition C21H32HgNO19S3 at a distorted geometry. The level of theory is ωB97M-V/def2-TZVPD.

Calculated values
Highest occupied orbital energy in eV: -12.4
E_LUMO in hartree: -0.29749
HOMO-LUMO gap in Eh: 0.158

Structure (ORCA input):
```
! wB97M-V def2-TZVPD RIJCOSX def2/J DEFGRID3
* xyz 1 1
O -4.56945 -1.72407 -0.87882
O -1.85200 2.82305 0.89462
O -0.63949 -5.86995 4.28821
C 1.02157 -3.15603 2.62584
H 4.35052 -0.08937 -0.39636
H -0.56803 0.55073 0.10315
S -1.77375 1.65135 -5.36414
H -4.68008 -4.31116 -0.12381
S -4.47738 -1.63022 0.74027
C 2.24305 3.13310 -2.03487
H 2.60593 -0.84151 2.00754
O -5.75868 -1.86132 1.34235
H 0.11089 3.92603 -0.08882
C 1.31364 1.86858 2.04316
C -3.78545 -2.76887 -1.38371
C -0.05462 -2.42252 3.48241
H -0.60860 -0.70034 1.22989
C 3.52369 -0.61221 0.09188
O -1.70539 -5.10101 2.20278
C -2.81546 0.74397 -3.29296
C 0.16548 4.11040 -2.29455
H -3.77505 1.09933 -3.68287
C 1.30067 2.43340 -1.03498
H 4.27118 -2.44741 2.68761
H 0.91640 -2.82090 1.58683
H -0.32693 4.68143 1.22361
C -3.72458 -3.79613 -0.25021
O 0.32415 -1.18705 -0.60275
H -2.90637 -1.35292 -4.10246
O -3.55715 -3.02354 0.91468
C 3.55285 -2.08345 -0.27110
H -0.87776 2.80807 -0.94267
H 3.81747 4.10502 2.13008
H 2.63195 -0.07261 -0.22598
C 0.50438 4.10445 1.60704
C -2.29138 -0.46157 -4.02805
O 4.24376 -2.73231 0.62983
O -1.96031 1.81833 -3.75453
H -0.36583 3.50927 -3.03282
H -2.88707 -4.46287 -0.44571
C 4.50827 -1.88977 1.78445
H -1.70231 -0.75405 -0.09601
C 2.80467 3.72206 2.11759
O -0.95804 -3.40774 3.88808
C 3.59774 -0.68981 1.57831
O -1.75908 0.02099 -5.26484
S -0.73499 -4.87800 3.26085
H -2.79495 -2.36949 -1.63463
C 0.26211 2.74433 1.80115
N -1.10753 2.20115 1.61582
H 4.04312 0.18283 2.05588
O -2.99079 1.97910 -6.05639
O 3.40261 2.92177 -2.21318
O 2.99293 -2.67659 -1.18782
H 1.81538 2.23431 -0.09681
H 2.10108 5.61662 1.61723
C 2.58527 2.35993 2.20378
O -1.42078 1.23192 2.29433
Hg 0.85435 -2.78607 -2.15035
H -2.79653 0.89413 -2.21643
H 2.06871 -2.94711 2.83691
H 1.11346 0.81062 2.15979
O -0.49724 2.10474 -5.80467
O 1.53620 4.05404 -2.72933
C 1.77662 4.61394 1.85622
H 0.39259 -1.77005 4.23241
H 5.55929 -1.60628 1.81177
H 1.04106 1.46142 -1.46842
H -1.35054 -0.73505 -3.52593
H 3.32640 1.62287 2.48481
H -0.17601 5.14000 -2.33489
O 0.73963 -4.52515 2.68486
C 0.08453 3.31991 -0.99810
H -4.26484 -3.18782 -2.26856
C -0.65359 -0.54411 0.14582
H -0.69768 -1.77213 2.88329
O -3.63789 -0.53459 1.13341
*
```


# 2
This record from OMol25 describes a structure of composition C21H32N2O5 at a distorted geometry. The level of theory is ωB97M-V/def2-TZVPD.

Calculated values
Highest occupied orbital energy in eV: -9.0
E_LUMO in hartree: -0.00674
HOMO-LUMO gap in Eh: 0.323

Structure (ORCA input):
```
! wB97M-V def2-TZVPD RIJCOSX def2/J DEFGRID3
* xyz 0 1
C 0.82697 0.38367 3.93205
C 4.69682 -0.09974 1.35178
C -3.00479 3.94588 4.19440
N 3.68948 1.02428 -0.59143
H 1.13961 1.76799 2.20853
H 3.81903 0.34910 -1.21656
H -1.07367 -1.83205 -4.66225
H 1.68662 0.90680 4.67133
H -0.49603 0.91599 2.28935
C -0.60668 1.46539 -2.31710
C 0.34701 1.41818 2.84722
H -3.56786 4.67827 4.51397
H -3.63624 3.30872 3.70979
C -2.56460 -2.10248 -3.20547
C 1.09550 -0.15636 -1.57632
H 3.33911 0.37684 3.38266
H -1.04604 4.83727 3.50573
H -3.25178 -5.72957 -2.55805
H 4.41069 2.00719 1.33810
H 1.23370 -1.44697 2.60394
H -4.06154 -4.38000 -1.87316
C 2.41151 1.47806 -0.15738
C 0.44552 1.91344 -1.58697
H -1.54075 2.23724 -2.82111
H -2.44825 -1.14756 -5.06347
H -1.69532 -3.97531 -3.68186
H -3.02240 -3.47953 -5.63194
H -2.25763 4.78376 2.23726
O -0.06745 2.98054 4.79415
C 1.57251 -0.59437 3.30760
C -3.31047 -4.08423 -4.82250
H 5.42371 -0.80503 0.61638
H -3.57375 -1.91448 -3.01598
H 0.21515 0.02557 4.53274
C -1.90565 4.23001 3.07894
H 1.80706 -1.61657 4.11886
H 5.47407 0.04187 1.98671
O 2.94477 -1.57767 1.10188
C 0.25083 -0.68365 -2.52946
N 3.04459 -0.32108 2.81117
C 4.60237 1.18844 0.63487
H -2.54863 3.57041 5.17703
O -1.77226 -0.07762 -3.74129
C -2.97751 -4.59545 -2.23993
H 0.19600 2.97114 -1.29584
H -4.51292 -3.81116 -4.44592
C -0.36171 2.57249 3.63242
H -3.49623 -4.90699 -5.10932
C -2.65338 -3.67175 -3.49871
C -0.49994 0.39054 -3.08237
C 3.52802 -0.59555 1.61403
C -1.80195 -1.35097 -4.27823
H 5.62884 1.53464 0.01196
C 1.43627 1.00570 -1.01609
H -2.13802 -2.03505 -2.18834
O -1.37811 3.25706 2.68248
O 2.18678 2.48374 0.62367
H -2.50055 -4.34474 -1.38179
H 0.21231 -1.71104 -2.61519
H 2.10725 -1.00322 -1.30696
*
```


# 3
This record from OMol25 describes the ion C21H32N3O with charge +1. The level of theory is ωB97M-V/def2-TZVPD.

Calculated values
Highest occupied orbital energy in eV: -11.3
E_LUMO in hartree: -0.08499
HOMO-LUMO gap in Eh: 0.331
Structure (SMILES): O=C(CNCCC1=CCCCC1)Nc1ccccc1[NH+]1CCCCC1

Structure (ORCA input):
```
! wB97M-V def2-TZVPD RIJCOSX def2/J DEFGRID3
* xyz 1 1
C -1.99131 3.69048 0.12807
C -3.77711 2.11278 0.00476
H 3.71723 1.18278 -2.36560
H -5.17148 -0.04382 1.17652
C 6.22880 0.38721 1.30214
H 6.28762 0.67151 2.35247
H 5.21574 -0.82556 -2.14970
H 5.51322 -1.55177 1.89075
C -0.35959 -0.95661 0.20114
C -2.87961 1.05189 0.06678
H -5.46294 -3.58112 -0.07348
H 4.97017 -2.23797 -0.20489
H -1.63570 4.70772 0.15192
H -3.69377 -0.33808 2.11208
C -3.34810 3.42409 0.03383
C -4.13695 -0.61525 -1.22296
H 1.52737 0.18916 -1.85318
C 3.47311 0.98748 -1.32049
H -3.62667 -2.68097 1.30292
H -4.96940 -2.33365 -2.19412
C -5.28475 -2.50719 -0.06134
H -6.25485 -2.00840 -0.10459
H 2.81726 -0.37478 0.69499
C -4.55726 -2.11614 1.22180
C -4.44149 -2.10691 -1.26852
H 6.57619 0.03220 -1.42634
H -3.50482 -0.32052 -2.06326
C -1.09296 2.64807 0.19236
H 2.79953 -1.03536 -1.69006
C 6.23138 -1.14554 1.17516
C 5.61983 -0.45105 -1.20840
C 4.70256 0.55305 -0.57677
N 1.97962 -0.29365 0.12442
H 0.48276 0.77969 0.31742
H -3.50626 -2.66980 -1.26653
H -2.57761 -0.99851 0.06269
C 5.87097 -1.62076 -0.24342
H 3.07608 1.90348 -0.87906
H 6.66842 -2.24372 -0.64826
H -5.16923 -2.34805 2.09274
C -4.24735 -0.62498 1.21547
H 1.23922 -2.24354 -0.38092
H -4.83343 1.90859 -0.06725
H 1.19698 -1.82185 1.33213
H -4.06418 4.22754 -0.01587
H 7.11689 0.78115 0.79928
N -3.41428 -0.30317 0.03282
H 7.21461 -1.51850 1.46078
C -1.50737 1.31051 0.16418
H 4.41007 1.67307 1.19327
H -0.03618 2.85587 0.26693
C 1.08270 -1.41310 0.32334
C 5.00800 0.95347 0.65324
N -0.46762 0.37814 0.24150
H -5.06293 -0.03760 -1.26409
C 2.40051 -0.10443 -1.26085
O -1.29161 -1.75492 0.10238
*
```


Q: Which of these has the highest E_LUMO?
A: C21H32N2O5


Q: Which of these has the lowest E_LUMO?
A: C21H32HgNO19S3


Q: Which value of highest occupied orbital energy does entry 3 give?
A: -11.3 eV


Q: highest occupied orbital energy of number 2 (C21H32N2O5)?
A: -9.0 eV